(1)
Entry from the Open Molecules 2025 dataset: C59H40IrN4O7S as an isolated structure at a distorted geometry (wB97M-V/def2-TZVPD).

```
112
Properties=species:S:1:pos:R:3:forces:R:3
Ir 0.43395 -0.16060 0.46614 0.0619 0.3852 0.0342
C -6.58904 -1.45206 -1.99841 0.0496 0.0388 0.0397
C -5.68382 -2.30831 -2.60953 -0.0200 -0.0417 -0.0395
C -4.34166 -2.27727 -2.25337 -0.0147 -0.0266 -0.0159
C -3.89670 -1.40180 -1.27084 0.0474 0.0149 0.0130
C -4.81022 -0.53726 -0.65930 0.0577 -0.0349 -0.0325
C -6.14800 -0.56027 -1.02715 0.0085 -0.0141 0.0102
C -2.46941 -1.29783 -0.85194 -0.0169 -0.0498 0.2319
C -1.56535 -0.65313 -1.75408 -0.3081 -0.0459 -0.4244
C -1.88926 -0.21562 -3.07931 -0.3156 -0.2868 0.2198
C -0.87042 0.59165 -3.49531 0.3136 0.1079 0.0536
C 0.07590 0.63798 -2.43121 -0.4742 -0.2836 -0.1951
N -0.34975 -0.18930 -1.41546 0.2685 0.5324 0.2929
C 1.27945 1.39216 -2.44837 0.3513 -0.0267 0.2290
C 2.31864 1.16535 -1.53660 -0.5607 -0.1603 0.1619
C 3.72929 1.46856 -1.73358 0.2221 0.2424 0.0766
C 4.38589 0.99970 -0.66891 0.1619 -0.1964 -0.0971
C 3.38182 0.51168 0.27224 0.2082 -0.2598 1.0183
C 3.61863 0.17090 1.59474 0.1295 0.2009 -0.8737
C 5.01230 -0.13961 2.01904 0.1103 -0.0288 0.1892
C 5.28159 -1.43917 2.46219 -0.0764 0.0081 -0.1542
C 6.56085 -1.79626 2.86100 -0.0176 -0.0054 0.0087
C 7.58811 -0.86144 2.83323 0.0150 -0.0342 -0.0170
C 7.33202 0.42807 2.39032 0.0051 -0.0111 0.0048
C 6.05376 0.78664 1.98360 -0.1234 0.0876 0.1638
C 2.59022 0.02396 2.57331 -0.1928 0.0046 0.4548
N 1.25520 -0.10931 2.33617 -0.0049 -0.4591 -0.0179
C 0.67629 -0.49186 3.49868 0.5232 0.2566 -0.1327
C -0.61399 -1.10885 3.60620 -0.4784 -0.1444 -0.1674
C -1.07482 -1.54741 4.95345 0.1093 0.0489 0.1144
C -2.17853 -0.95174 5.55690 0.0453 0.0725 0.0159
C -2.61113 -1.38051 6.80499 -0.0200 -0.0025 -0.0045
C -1.95161 -2.41447 7.45386 0.0108 -0.0115 0.0030
C -0.85516 -3.02003 6.85189 0.0100 0.0083 -0.0123
C -0.41431 -2.58577 5.61006 -0.0407 -0.0021 -0.0099
C -1.40452 -1.43844 2.53870 0.5994 0.1968 0.2525
C -2.64864 -2.17190 2.62789 -0.3567 -0.1477 -0.2685
C -3.13480 -2.26897 1.37783 -0.1885 -0.0919 0.3057
C -2.20550 -1.58517 0.49586 0.0675 0.3684 -0.4785
N -1.14865 -1.14661 1.20963 -0.3696 -0.4198 0.0086
C 1.63525 -0.39587 4.56536 -0.1581 -0.0577 0.1259
C 2.82534 -0.08975 3.99111 0.1800 0.0786 -0.1372
N 2.14713 0.58642 -0.31722 0.3130 0.0021 -0.6897
C 1.38345 2.50708 -3.41673 -0.0128 0.0621 -0.1659
C 2.44429 2.68061 -4.30758 -0.0692 -0.1588 -0.0888
C 2.50014 3.79308 -5.13283 -0.0091 0.0579 -0.0176
C 1.50405 4.75833 -5.07940 -0.0224 -0.0167 0.0128
C 0.43543 4.59147 -4.20788 -0.0255 -0.0009 -0.0191
C 0.36903 3.47353 -3.39247 0.1040 -0.0090 0.1127
H -7.63462 -1.47618 -2.27961 0.0313 0.0053 0.0033
H -6.02393 -3.00466 -3.36862 0.0399 0.0507 0.0585
H -3.63389 -2.93922 -2.73108 0.0807 -0.0956 -0.0575
H -4.44471 0.16191 0.08756 -0.0529 -0.0339 -0.0493
H -6.84751 0.12062 -0.55544 0.0422 -0.0445 -0.0211
H -2.78636 -0.48819 -3.61498 0.0798 0.0882 0.0386
H -0.75345 1.08619 -4.44821 -0.0539 -0.0233 0.1095
H 4.16955 1.94824 -2.59101 -0.1110 -0.0425 0.0620
H 5.45381 0.98201 -0.51922 -0.1189 0.0005 0.0711
H 4.48820 -2.18038 2.44194 0.0340 0.0358 0.0290
H 6.75497 -2.81316 3.18364 -0.0184 0.0797 -0.0251
H 8.58697 -1.13918 3.15131 -0.0717 0.0180 -0.0315
H 8.12861 1.16188 2.36732 -0.0355 -0.0109 0.0038
H 5.85617 1.80838 1.68085 -0.0186 -0.0240 -0.0342
H -2.69066 -0.14368 5.04595 0.0181 -0.0283 0.0269
H -3.46624 -0.90479 7.26978 0.0295 -0.0169 -0.0198
H -2.29215 -2.75018 8.42642 0.0195 0.0148 -0.0544
H -0.34349 -3.83655 7.34743 -0.0227 0.0400 -0.0184
H 0.43296 -3.06346 5.13039 -0.0192 0.0167 0.0308
H -3.07878 -2.55539 3.53989 0.0635 0.0015 -0.0778
H -4.04195 -2.75795 1.05787 0.0544 0.0492 -0.0081
H 1.41844 -0.56369 5.60952 0.0477 0.0057 -0.1070
H 3.77890 0.06607 4.47038 -0.0390 -0.0748 -0.0345
H 3.20682 1.91743 -4.39838 -0.0421 0.0167 0.0004
H 3.32577 3.90401 -5.82482 -0.0201 -0.0122 0.0101
H 1.55668 5.63133 -5.71863 -0.0013 -0.0362 0.0230
H -0.35384 5.33348 -4.15539 0.0661 -0.0380 -0.0068
H -0.45159 3.36332 -2.69354 0.0010 -0.0112 -0.0111
O 0.23541 2.31519 0.39988 -0.3273 -0.1816 0.0870
C -1.02915 2.39801 0.32812 -0.1579 -0.3259 -0.0960
O -1.80547 1.43006 0.52770 0.4690 0.3432 -0.0603
C -1.61182 3.72532 -0.08303 0.1151 0.0165 0.1229
C -2.93356 3.80349 -0.49172 -0.0841 -0.0019 -0.0655
C -3.50305 5.02126 -0.88223 -0.1771 -0.0701 -0.0410
C -2.69494 6.12697 -0.83023 -0.0066 0.0823 0.0139
O -3.01053 7.42210 -1.14427 -0.0219 0.0329 -0.0400
C -1.83851 8.19680 -0.88430 0.0113 -0.2838 0.0326
O -0.80659 7.30040 -0.47388 0.0233 0.0774 -0.0383
C -1.37431 6.05032 -0.42717 0.0817 0.0542 0.0410
C -0.79573 4.86795 -0.05264 0.0747 -0.0420 -0.0400
H -3.51977 2.89251 -0.51846 0.0421 0.0671 0.0563
H -4.53631 5.09752 -1.20260 0.1143 -0.0306 0.0199
H -2.04263 8.91323 -0.09098 -0.0445 0.0306 0.1657
H -1.53625 8.71600 -1.79096 0.0498 -0.0088 -0.1469
H 0.24283 4.78669 0.24299 -0.0839 0.0329 0.0090
C -1.56473 -5.61660 -4.02526 0.1016 0.0501 0.0667
C -0.63215 -4.92345 -3.05981 -0.1183 -0.0629 -0.0648
C 0.26655 -3.96095 -3.50380 0.0557 -0.0028 0.0008
C 1.19971 -3.39975 -2.63781 0.0595 -0.0360 0.0491
C 1.22747 -3.80387 -1.31352 -0.2804 0.1116 0.2922
C 0.30368 -4.73286 -0.83611 0.1291 0.0402 -0.1744
C -0.61681 -5.28701 -1.71120 0.0212 0.0019 0.0449
S 2.39761 -3.11282 -0.15925 0.1760 0.1092 0.0430
O 3.26915 -2.26381 -0.95221 -0.1763 0.2906 0.0860
O 3.04856 -4.22661 0.48729 -0.0566 -0.1469 0.1079
O 1.56726 -2.35146 0.82960 0.0937 0.0830 -0.5114
H -1.73775 -5.01304 -4.91856 -0.0188 -0.0213 0.0731
H -2.52349 -5.84601 -3.55842 -0.0208 0.0427 -0.0181
H -1.13135 -6.56721 -4.34926 -0.0185 0.0482 -0.0028
H 0.25580 -3.66133 -4.54724 0.0002 -0.0130 0.0487
H 1.92937 -2.67489 -2.98261 -0.0953 -0.0319 0.0416
H 0.34931 -5.03214 0.20604 -0.0669 0.0237 -0.0873
H -1.32523 -6.02878 -1.35233 0.0578 0.0442 -0.0206
```
Forces are in eV/Å.

The HOMO energy (spin up / spin down) comes out at -5.828 / -8.031 eV. The total charge is 0. As for the spin multiplicity: 6. Its total energy is -95797.246 eV. The energy above the lowest of the compared OMol25 structures with the same formula, charge and spin is 0.094 eV. The expectation value of S² is 8.7772. The value obtained for the LUMO energy (spin up / spin down) is -1.39 / -3.47 eV.

=====

(2)
Entry from the Open Molecules 2025 dataset: C36H41HgN8O7 as an isolated structure (wB97M-V/def2-TZVPD).

```
93
Properties=species:S:1:pos:R:3:forces:R:3
Hg -0.59472 -0.18728 -0.61079 0.4982 -0.3295 -0.7248
C -1.34982 3.15682 -1.69870 0.0551 0.0497 -0.0088
O -0.40765 2.11920 -1.87446 -0.0417 -0.0206 -0.0581
C 0.92078 2.40762 -1.78103 0.0323 -0.0508 0.0246
C 1.41721 3.68995 -1.66646 0.0204 0.0025 -0.0246
C 2.79812 3.91052 -1.62028 -0.0179 0.0005 -0.0016
C 3.65582 2.82880 -1.69165 0.0038 -0.0156 0.0044
C 3.15753 1.53148 -1.78547 0.0017 0.0104 0.0039
C 1.78267 1.27846 -1.81504 -0.0331 0.1285 0.0320
N 1.22506 0.01044 -1.84462 -0.0940 0.0147 0.1093
N 2.11578 -0.91136 -2.22136 -0.0464 -0.0657 -0.0158
C 1.92209 -2.24285 -2.18890 0.0553 -0.0137 -0.0588
C 0.82062 -2.99301 -1.63119 0.0307 -0.0461 -0.0644
O -0.23774 -2.48062 -1.12271 -0.0046 0.0688 0.0291
C 0.94369 -4.42150 -1.61047 -0.0303 0.0156 0.0177
C 2.01281 -5.11597 -2.09844 0.0280 0.0517 -0.0168
C 3.09679 -4.41420 -2.68904 -0.0264 -0.0369 0.0076
C 4.21407 -5.09754 -3.21943 0.0034 0.0055 0.0013
C 5.26293 -4.42760 -3.79182 -0.0311 0.0543 0.0121
C 5.21809 -3.02013 -3.85249 0.0145 -0.0319 -0.0058
C 4.14506 -2.33406 -3.34285 -0.0674 -0.0006 0.0394
C 3.04617 -2.99702 -2.73930 0.0213 0.0499 -0.0183
H -1.24603 3.91043 -2.48812 -0.0018 -0.0200 -0.0258
H -1.24173 3.62052 -0.71632 -0.0024 -0.0268 -0.0377
H -2.32509 2.68011 -1.76579 0.0125 0.0115 0.0304
H 0.73431 4.52757 -1.61291 0.0242 -0.0149 0.0098
H 3.17940 4.92080 -1.52678 -0.0020 -0.0126 0.0019
H 4.72975 2.98108 -1.65700 -0.0072 0.0069 -0.0034
H 3.82551 0.68158 -1.81167 -0.0178 0.0180 0.0077
H 0.10185 -4.93805 -1.16007 0.0033 -0.0125 -0.0011
H 2.04763 -6.20007 -2.04704 -0.0066 0.0080 0.0016
H 4.22245 -6.18217 -3.16067 -0.0007 -0.0031 0.0000
H 6.11192 -4.96964 -4.19286 0.0067 -0.0031 -0.0026
H 6.03595 -2.47217 -4.30783 0.0044 -0.0034 0.0005
H 4.10878 -1.25446 -3.39354 0.0000 -0.0150 -0.0013
C -3.87755 -0.82564 2.38824 -0.0152 0.0177 0.0032
C -3.01861 -0.73341 1.16166 -0.2200 -0.0709 -0.1463
N -1.75342 -0.56008 1.22608 -0.1047 0.0297 0.4403
O -1.22742 -0.27577 2.48206 -0.2469 -0.1957 0.0689
C -3.64601 -0.80565 -0.14862 0.0396 0.0156 0.1255
C -5.05826 -1.26255 -0.33366 -0.0419 -0.0196 0.0049
N -2.93865 -0.34031 -1.15530 -0.0658 0.1216 -0.0245
O -3.44958 -0.26052 -2.31027 -0.0683 -0.0496 -0.0502
H -3.33716 -0.49013 3.26883 0.0067 0.0042 -0.0187
H -4.18862 -1.86201 2.54378 0.0068 0.0070 -0.0125
H -4.77938 -0.22837 2.25215 -0.0100 0.0047 0.0096
H -0.40734 0.17935 2.22251 0.2037 0.1508 -0.1407
H -5.30552 -2.09970 0.32476 0.0148 0.0236 -0.0050
H -5.17216 -1.57305 -1.37219 0.0011 -0.0166 -0.0034
H -5.79422 -0.46818 -0.15474 0.0257 0.0088 -0.0135
C 4.52263 3.30568 3.22014 0.0225 0.0221 0.0016
O 3.42760 3.86034 3.91816 0.1213 -0.0164 0.0225
C 2.18471 3.48339 3.48504 -0.0736 0.0546 0.0269
C 1.10517 4.00573 4.22708 0.0123 -0.0249 -0.0493
C -0.16503 3.69474 3.81231 -0.0311 0.0074 -0.0013
C -0.45481 2.88008 2.70037 0.0572 -0.0231 0.0696
C -1.83547 2.72023 2.24178 0.0056 -0.0260 -0.0459
C -2.99782 2.96020 3.20333 -0.0336 -0.0009 0.0113
O -2.14053 2.38232 1.10822 -0.0013 -0.0033 0.0953
C 0.64964 2.27202 1.99036 0.3381 0.4726 -0.1450
O 0.56017 1.43609 1.04813 -0.2624 -0.1727 0.4269
C 1.97326 2.66642 2.41162 -0.1040 -0.1201 -0.0609
H 5.41916 3.67608 3.71328 0.0133 0.0111 0.0079
H 4.52792 3.61336 2.17069 -0.0054 -0.0025 0.0039
H 4.50917 2.21228 3.26208 0.0007 0.0140 0.0095
H 1.29586 4.64679 5.07789 -0.0030 -0.0145 -0.0237
H -0.98655 4.13303 4.36464 0.0182 0.0065 -0.0108
H -2.76380 3.47552 4.13142 0.0124 -0.0235 -0.0323
H -3.39038 1.97260 3.45266 -0.0138 -0.0117 0.0176
H -3.77603 3.49981 2.66337 -0.0077 -0.0121 0.0168
H 2.77766 2.26213 1.80960 -0.0448 0.0220 0.0241
C 1.02867 -2.92540 1.95086 0.0391 0.0373 -0.0882
N 1.47565 -1.54892 1.75432 0.0066 0.0897 0.1855
C 1.70190 -0.93530 3.06123 0.0506 -0.1579 0.1127
N 2.70502 -1.67047 3.85950 0.0727 0.0237 -0.0387
C 2.23550 -3.05262 3.99744 0.0058 0.0326 -0.0499
N 2.01758 -3.71632 2.71241 -0.0049 0.0111 0.0072
C 3.28157 -3.67759 1.96308 -0.0136 0.0364 -0.0094
N 3.78385 -2.31339 1.77080 0.0034 0.0063 0.0230
C 2.74977 -1.56324 1.03215 -0.0681 -0.0091 -0.0151
C 3.95064 -1.69664 3.08356 -0.0832 -0.0307 -0.0272
H 0.87222 -3.38688 0.97542 -0.0210 0.0101 0.0262
H 0.07729 -2.91039 2.48901 0.0303 -0.0127 0.0343
H 0.77193 -0.92658 3.63624 0.0039 -0.0112 -0.1012
H 2.04087 0.09185 2.91789 0.0191 -0.0015 0.0127
H 1.29448 -3.04710 4.55403 -0.0043 0.0038 0.0011
H 2.97831 -3.61963 4.56833 0.0087 -0.0054 0.0004
H 3.12270 -4.13286 0.98308 -0.0010 -0.0023 -0.0037
H 4.03229 -4.25679 2.51057 0.0035 -0.0042 0.0050
H 2.60747 -2.03470 0.06183 0.0032 0.0222 0.0327
H 3.07696 -0.53320 0.87211 0.0108 0.0067 0.0200
H 4.29854 -0.66918 2.94940 -0.0019 0.0075 -0.0041
H 4.70602 -2.25352 3.64732 0.0096 -0.0159 0.0105
```
Forces are in eV/Å.

The HOMO energy (spin up / spin down) comes out at -0.002 / -1.542 eV. The total charge is -2. As for the spin multiplicity: 2. Its total energy is -68421.777 eV. The energy above the lowest of the compared OMol25 structures with the same formula, charge and spin is 0.000 eV. The expectation value of S² is 0.8000. The value obtained for the LUMO energy (spin up / spin down) is 4.42 / 4.42 eV.

=====

- Which of these has the lowest total energy?
  C59H40IrN4O7S

=====

- Which value of total energy does entry 2 give?
  -68421.777 eV